23
Properties=species:S:1:pos:R:3:forces:R:3:lowdin_charge:R:1 method="wB97M-V/def2-TZVPD" e_above_lowest_ev=0.000 gap_ha=0.4113 mol_weight_g_mol=246.286 total_energy_ev=-39270.70313
C 0.947608 2.110182 -0.065749 2.767 2.240 1.060 -0.392
C 2.358008 -0.897972 0.041881 -3.456 0.484 1.660 -0.164
C -0.370654 -1.850969 0.772764 -0.133 -0.388 1.695 -0.204
C 0.280005 -1.139288 -2.355495 -2.299 -1.433 1.684 -0.166
C -1.678954 1.562120 1.701238 -0.788 -0.273 0.208 -0.607
N 1.705985 2.935672 0.266765 -1.339 -1.466 -0.716 0.191
N 0.119837 1.137939 -0.388518 -1.378 -2.376 -0.035 -0.213
O -1.683929 2.844547 -0.719414 0.366 -0.214 0.768 -0.228
O -2.305631 0.488383 -0.750858 0.936 -0.616 0.511 -0.266
F -1.189306 0.496798 2.372654 -0.033 0.449 -0.933 0.115
F -1.061255 2.636945 2.138220 0.126 0.243 -0.005 0.162
F -2.987365 1.635470 2.019009 0.781 0.052 -0.653 0.136
Si 0.458786 -0.730329 -0.478249 2.781 -0.377 -0.773 0.584
S -1.459535 1.520469 -0.233745 -1.876 1.195 0.104 0.669
H 2.936652 -0.391526 -0.692874 1.000 -0.055 -0.296 0.009
H 2.321341 -0.362680 1.042261 0.646 -0.491 -1.088 0.047
H 2.470448 -1.979119 0.254407 0.529 0.673 -0.511 0.032
H -1.499689 -1.857221 0.815387 1.273 -0.450 -0.497 0.045
H 0.142829 -2.864413 0.508284 -1.329 1.493 0.481 0.070
H -0.085719 -1.613786 1.893248 -0.133 -0.343 -2.377 0.073
H 0.813679 -0.527515 -3.022054 0.833 1.150 -0.552 0.000
H 0.608301 -2.206371 -2.589706 -0.822 1.234 0.474 0.058
H -0.841441 -0.947336 -2.529456 1.548 -0.729 -0.210 0.049

16
Properties=species:S:1:pos:R:3:forces:R:3:lowdin_charge:R:1 method="wB97M-V/def2-TZVPD" total_charge=-1 e_above_lowest_ev=1.569 gap_ha=0.2495 mol_weight_g_mol=102.132 total_energy_ev=-9536.84528
C -0.184700 -0.297625 0.169287 1.465 -2.314 -0.319 -0.492
H 1.342272 1.724520 0.006747 -3.454 0.964 0.360 0.089
F -0.576565 -2.026604 0.290180 -0.138 0.766 0.045 -0.343
C 1.266774 -0.273756 -0.073369 -1.405 -1.625 0.517 -0.277
H 1.876050 -0.654009 0.766795 -0.296 0.363 -0.521 0.085
C -0.648739 0.051133 1.572212 0.207 0.405 -0.475 -0.093
H -1.689706 -0.272010 1.727002 0.558 -0.186 0.097 0.075
H 0.074667 -0.364544 2.290032 -0.556 -0.059 -0.141 0.078
H -0.640708 1.143131 1.709356 0.095 -0.022 -0.122 0.050
C -1.135361 -0.003292 -0.974583 0.234 0.314 0.278 -0.078
H -1.172022 1.081045 -1.159661 0.067 -0.026 0.067 0.064
H -0.785407 -0.479815 -1.900987 -0.174 0.031 0.393 0.076
H -2.149429 -0.335942 -0.706365 0.399 0.005 -0.174 0.075
C 1.757864 -0.538162 -1.366409 0.195 0.292 -0.370 -0.379
N 2.192412 -0.636678 -2.449575 -0.295 -0.034 0.667 0.037
H 0.472596 1.882606 0.099340 3.099 1.127 -0.301 0.033

16
Properties=species:S:1:pos:R:3:forces:R:3:lowdin_charge:R:1 method="wB97M-V/def2-TZVPD" e_above_lowest_ev=3.507 gap_ha=0.3825 mol_weight_g_mol=104.124 total_energy_ev=-10092.28582
C 0.015763 1.563755 -0.069869 -1.904 1.629 0.715 -0.035
C -0.740405 0.316919 -0.624220 1.264 2.901 -1.562 -0.415
C -1.496919 -0.381060 0.346133 -0.322 -1.533 3.121 -0.233
C 1.280459 -0.880740 -0.646924 0.398 -1.822 -1.766 -0.208
C 1.558680 -0.975730 0.688125 -1.496 -0.282 -0.108 -0.034
H -0.684011 2.267043 0.651017 1.396 -1.842 -2.102 0.142
H 0.740406 1.170689 0.596589 1.126 0.444 0.366 0.011
H 0.428801 2.219272 -0.904169 -0.371 -1.049 1.204 0.105
H -1.331511 0.750744 -1.384308 -1.245 0.053 -0.915 0.136
H -2.066807 0.196364 1.021452 -0.270 1.421 0.802 0.122
H -0.769335 -0.953603 0.977663 -1.243 -0.077 -0.705 0.101
H 2.126772 -1.243572 -1.505352 -2.463 1.170 2.737 0.179
H 2.562745 -1.425215 0.695853 -0.427 0.465 1.272 0.046
H 0.762341 -0.828163 1.693756 3.198 -0.453 -3.359 0.154
O 0.058773 -0.624052 -1.325708 2.939 0.379 1.180 -0.075
F -2.445748 -1.172644 -0.210045 -0.580 -1.405 -0.884 0.004

16
Properties=species:S:1:pos:R:3:forces:R:3:lowdin_charge:R:1 method="wB97M-V/def2-TZVPD" e_above_lowest_ev=1.267 gap_ha=0.3835 mol_weight_g_mol=104.124 total_energy_ev=-10094.52634
C 0.211632 -1.767253 -0.388996 0.961 1.270 0.514 -0.250
C -0.579852 -0.766627 -1.186396 -1.096 1.187 0.441 -0.063
C -0.961505 0.477925 -0.802483 0.529 -1.495 -1.426 -0.108
C -0.649694 1.341865 0.372847 0.136 0.006 -0.532 -0.182
C 0.552712 1.046919 1.249274 -1.301 0.583 0.209 -0.194
H 1.853955 -0.807577 -0.113429 0.292 0.072 -0.262 0.045
H -0.013569 -2.773727 -0.602045 -0.417 -1.133 -0.741 0.097
H -0.003550 -1.676286 0.676726 -0.214 0.155 0.110 0.100
H -1.000353 -1.046247 -2.156136 0.364 -0.292 0.265 0.099
H -1.607376 0.977431 -1.538858 0.285 -0.050 0.350 0.103
H -1.561793 1.328567 0.936693 -0.427 0.135 0.959 0.114
H -0.590175 2.343246 -0.022124 0.206 0.565 -0.033 0.108
H 0.375325 0.048843 1.652062 0.566 0.223 0.577 0.104
H 0.642032 1.871660 2.010390 0.103 -1.127 -0.498 0.137
O 1.628996 -1.625385 -0.569825 -0.366 -0.152 0.093 -0.064
F 1.703214 1.026646 0.482302 0.379 0.052 -0.026 -0.046

What did the third record say?
16
Properties=species:S:1:pos:R:3:forces:R:3:lowdin_charge:R:1 method="wB97M-V/def2-TZVPD" e_above_lowest_ev=3.507 gap_ha=0.3825 mol_weight_g_mol=104.124 total_energy_ev=-10092.28582
C 0.015763 1.563755 -0.069869 -1.904 1.629 0.715 -0.035
C -0.740405 0.316919 -0.624220 1.264 2.901 -1.562 -0.415
C -1.496919 -0.381060 0.346133 -0.322 -1.533 3.121 -0.233
C 1.280459 -0.880740 -0.646924 0.398 -1.822 -1.766 -0.208
C 1.558680 -0.975730 0.688125 -1.496 -0.282 -0.108 -0.034
H -0.684011 2.267043 0.651017 1.396 -1.842 -2.102 0.142
H 0.740406 1.170689 0.596589 1.126 0.444 0.366 0.011
H 0.428801 2.219272 -0.904169 -0.371 -1.049 1.204 0.105
H -1.331511 0.750744 -1.384308 -1.245 0.053 -0.915 0.136
H -2.066807 0.196364 1.021452 -0.270 1.421 0.802 0.122
H -0.769335 -0.953603 0.977663 -1.243 -0.077 -0.705 0.101
H 2.126772 -1.243572 -1.505352 -2.463 1.170 2.737 0.179
H 2.562745 -1.425215 0.695853 -0.427 0.465 1.272 0.046
H 0.762341 -0.828163 1.693756 3.198 -0.453 -3.359 0.154
O 0.058773 -0.624052 -1.325708 2.939 0.379 1.180 -0.075
F -2.445748 -1.172644 -0.210045 -0.580 -1.405 -0.884 0.004

Copy entry 2 word for word.
16
Properties=species:S:1:pos:R:3:forces:R:3:lowdin_charge:R:1 method="wB97M-V/def2-TZVPD" total_charge=-1 e_above_lowest_ev=1.569 gap_ha=0.2495 mol_weight_g_mol=102.132 total_energy_ev=-9536.84528
C -0.184700 -0.297625 0.169287 1.465 -2.314 -0.319 -0.492
H 1.342272 1.724520 0.006747 -3.454 0.964 0.360 0.089
F -0.576565 -2.026604 0.290180 -0.138 0.766 0.045 -0.343
C 1.266774 -0.273756 -0.073369 -1.405 -1.625 0.517 -0.277
H 1.876050 -0.654009 0.766795 -0.296 0.363 -0.521 0.085
C -0.648739 0.051133 1.572212 0.207 0.405 -0.475 -0.093
H -1.689706 -0.272010 1.727002 0.558 -0.186 0.097 0.075
H 0.074667 -0.364544 2.290032 -0.556 -0.059 -0.141 0.078
H -0.640708 1.143131 1.709356 0.095 -0.022 -0.122 0.050
C -1.135361 -0.003292 -0.974583 0.234 0.314 0.278 -0.078
H -1.172022 1.081045 -1.159661 0.067 -0.026 0.067 0.064
H -0.785407 -0.479815 -1.900987 -0.174 0.031 0.393 0.076
H -2.149429 -0.335942 -0.706365 0.399 0.005 -0.174 0.075
C 1.757864 -0.538162 -1.366409 0.195 0.292 -0.370 -0.379
N 2.192412 -0.636678 -2.449575 -0.295 -0.034 0.667 0.037
H 0.472596 1.882606 0.099340 3.099 1.127 -0.301 0.033